i | # C5H5NO

C5H5NO in the gas phase (ωB97M-V/def2-TZVPD, the OMol25 dataset).

Last column: Mulliken charge in e.
Atoms and positions in Å:
N  2.8280  1.6052  0.1095  -0.3991
C  2.2546  0.6302  -0.1424  0.1493
C  1.5358  -0.5674  -0.4780  -0.5243
O  -2.0841  -1.2722  0.9407  -0.4608
C  -1.9082  -0.0952  0.7392  0.0293
C  -0.7239  0.4589  -0.0266  -0.4801
C  0.2030  -0.6365  -0.4519  0.0263
H  2.1343  -1.4268  -0.7643  0.3551
H  -2.6336  0.6574  1.1081  0.3437
H  -1.1201  1.0080  -0.8954  0.2554
H  -0.2149  1.2130  0.5887  0.3461
H  -0.2709  -1.5746  -0.7276  0.3592

Its SMILES is N#C/C=C\CC=O. The charge is 0.

ii | # C5H5NO

C5H5NO in the gas phase (ωB97M-V/def2-TZVPD, the OMol25 dataset).

Last column: Mulliken charge in e.
Atoms and positions in Å:
O  0.1615  1.0527  1.5517  -0.4868
C  -0.0574  -0.1341  1.4638  -0.0242
C  0.2097  -0.8937  0.2415  -0.2803
C  -1.0002  -0.2863  -0.5076  -0.7171
C  0.4280  -0.0074  -0.9219  -0.0120
C  1.0235  1.2853  -0.5887  0.2300
N  1.6551  2.2527  -0.5600  -0.4873
H  -0.6516  -0.6639  2.2158  0.3569
H  0.4104  -1.9693  0.2046  0.4056
H  -1.5138  0.6205  -0.1913  0.2686
H  -1.6567  -1.0412  -0.9066  0.3248
H  0.7841  -0.3812  -1.8709  0.4217

Its SMILES is N#C[C@@H]1C[C@@H]1C=O. The charge is 0.

Which is most stable, and by how much? i, by 31.4 kcal/mol.

i | # H32O16

16 unconnected molecules or ions with the total composition H32O16 (ωB97M-V/def2-TZVPD, the OMol25 dataset).

Last column: Mulliken charge in e.
Atoms and positions in Å:
O  1.5713  -0.1239  2.4993  -0.7231
H  1.3807  -0.8159  3.1103  0.3209
H  0.9169  -0.0684  1.8080  0.3314
O  -1.5803  1.5877  2.2837  -0.7811
H  -2.4254  1.8243  2.7241  0.2901
H  -1.6474  1.4816  1.3654  0.4087
O  -2.5039  1.9589  -0.5059  -0.7347
H  -1.6505  2.3540  -0.6915  0.2658
H  -3.0782  2.3150  -1.1727  0.3432
O  2.9817  1.6328  0.1488  -0.6534
H  3.4469  1.5057  0.9330  0.3194
H  2.1729  1.9123  0.5875  0.2878
O  1.1577  -2.2804  0.2185  -0.8305
H  1.5020  -2.9838  0.8070  0.3225
H  2.0004  -1.9155  -0.1671  0.2987
O  -1.5717  -1.0660  2.5108  -0.6847
H  -1.5609  -0.1229  2.3327  0.4239
H  -2.4389  -1.1017  2.9593  0.2968
O  0.8860  2.8416  1.5423  -0.7930
H  0.5602  3.1148  0.6954  0.4884
H  0.1199  2.4513  1.9505  0.3266
O  3.0671  -1.0846  -1.1297  -0.7858
H  3.2339  -0.3785  -0.4987  0.3543
H  2.3139  -0.8021  -1.6227  0.3731
O  -1.0152  0.3048  -2.4468  -0.5440
H  -1.2682  1.1172  -2.9261  0.2450
H  -1.7671  -0.2362  -2.6851  0.2887
O  -0.4825  -2.7266  -1.9297  -0.7123
H  0.0744  -2.5653  -1.1636  0.4173
H  -1.2978  -2.4305  -1.5576  0.3338
O  -0.0357  0.0375  0.1787  0.7528
H  -0.4071  0.1905  -0.6955  -0.4568
H  0.2294  -0.8964  0.2562  0.3672
O  3.7338  -1.5282  1.6805  -0.6308
H  2.8896  -1.0579  1.5864  0.3909
H  4.1256  -1.5934  2.5862  0.2607
O  -0.2248  3.0972  -0.8115  -0.7921
H  -0.0354  3.9924  -0.9895  0.2832
H  0.3431  2.6142  -1.4375  0.3084
O  -2.2896  -2.5505  0.2601  -0.7690
H  -2.0604  -1.8562  0.8793  0.3525
H  -1.8217  -3.3294  0.6228  0.2979
O  -3.8101  -0.5611  -0.9120  -0.7088
H  -3.4092  -1.4247  -0.6533  0.4944
H  -3.1600  0.1354  -0.8278  0.3151
O  1.3205  -0.4817  -3.7902  -0.6222
H  0.4407  -0.5481  -3.3846  0.3847
H  1.0731  0.0605  -4.5274  0.2781

The charge is 0.

ii | # H32O16

16 unconnected molecules or ions with the total composition H32O16 (ωB97M-V/def2-TZVPD, the OMol25 dataset).

Last column: Mulliken charge in e.
Atoms and positions in Å:
O  -2.7025  -0.4561  -0.2698  -0.7026
H  -3.1231  -0.3087  -1.1028  0.3175
H  -1.8888  0.1236  -0.3103  0.2709
O  0.1715  -2.8797  1.2295  -0.6679
H  -0.4243  -3.0453  0.4308  0.4166
H  -0.1737  -2.2044  1.8171  0.2392
O  0.9054  -3.3515  -2.4525  -0.6428
H  1.6621  -3.4968  -1.8647  0.3510
H  0.5996  -2.4689  -2.1552  0.3284
O  1.7671  2.2014  -1.6117  -0.7481
H  1.7092  1.2941  -1.9926  0.4081
H  1.4378  2.2236  -0.6514  0.3664
O  -1.7890  -3.0366  -0.8483  -0.6877
H  -1.8024  -3.0631  -1.8123  0.2502
H  -1.9724  -2.1275  -0.6579  0.3792
O  2.0121  -0.3344  -3.0747  -0.8074
H  2.1841  -0.7512  -2.2114  0.4681
H  1.0495  -0.4218  -3.1212  0.4912
O  1.5545  2.4607  1.5389  -0.6989
H  0.6077  2.3748  1.4802  0.2424
H  1.7403  3.3972  1.6573  0.3037
O  -0.0973  0.3347  0.3891  0.4966
H  -0.1392  0.1196  1.3159  0.0349
H  0.2694  -0.5072  -0.0053  0.0581
O  -1.9596  -1.5770  2.3645  -0.4761
H  -2.0463  -1.4772  3.3056  0.2246
H  -2.7285  -2.0659  2.1630  0.2305
O  -1.1353  2.5695  2.4420  -0.6582
H  -1.4847  1.9084  3.0174  0.2254
H  -0.6570  3.1446  3.0466  0.2847
O  -1.1341  3.5665  -0.0217  -0.6660
H  -1.2996  2.9243  0.6617  0.3828
H  -2.0082  3.6784  -0.3678  0.3408
O  2.8828  0.0667  1.3385  -0.6791
H  2.4181  0.8993  1.2144  0.3486
H  3.6616  0.2605  0.8825  0.3232
O  1.9586  -1.3408  -0.6492  -0.6886
H  2.1643  -2.1703  -0.1351  0.2751
H  2.0741  -0.7155  0.0147  0.1735
O  -1.1002  1.6629  -2.3197  -0.5969
H  -1.3580  2.4167  -2.8150  0.2465
H  -0.6971  2.1161  -1.5381  0.3109
O  0.5229  -0.1350  3.0668  -0.5297
H  1.2784  0.3692  3.4393  0.2688
H  -0.1512  0.2701  3.5896  0.2267
O  -0.6062  -0.9541  -2.5855  -0.4973
H  -1.0670  -0.0814  -2.5338  0.1895
H  -1.0855  -1.4129  -3.2975  0.2733

The charge is 0.

Which is most stable, and by how much? i, by 5.0 kcal/mol.

i | # H32O16

16 unconnected molecules or ions with the total composition H32O16 (ωB97M-V/def2-TZVPD, the OMol25 dataset).

Last column: Mulliken charge in e.
Atoms and positions in Å:
O  -1.2300  -0.0824  -2.2868  -0.4605
H  -1.9010  -0.3824  -2.8798  0.2400
H  -1.0290  0.8116  -2.5048  0.2584
O  -2.6680  -1.4494  0.9532  -0.5836
H  -2.6280  -2.3324  0.5662  0.2741
H  -2.7070  -1.5484  1.9092  0.3162
O  -2.5780  -2.8524  -1.6238  -0.6619
H  -1.7130  -2.6084  -1.3658  0.3351
H  -2.5940  -3.7864  -1.6608  0.2796
O  0.3080  -2.1844  -3.6988  -0.6596
H  0.1320  -1.8814  -2.8228  0.3840
H  1.2280  -1.8774  -3.8728  0.2866
O  1.7810  2.7646  -0.7468  -0.5992
H  2.2190  2.1606  -0.1298  0.3819
H  2.2290  2.7836  -1.5818  0.2542
O  -0.8280  -0.1784  2.8162  -0.8197
H  -0.7890  -0.4134  1.9022  0.3239
H  -0.0180  0.3616  2.9812  0.3762
O  1.9170  -0.0894  -1.8268  -0.6786
H  1.7850  0.6646  -2.3948  0.3315
H  1.2060  -0.0974  -1.1328  0.3802
O  0.5120  3.4896  1.8442  -0.6512
H  1.3270  3.6726  1.3612  0.2938
H  0.6680  2.6896  2.3092  0.3129
O  0.0450  -2.9804  -0.7258  -0.5613
H  -0.0320  -2.9314  0.2362  0.3116
H  0.7910  -3.6004  -0.8418  0.2726
O  0.2310  -0.1414  0.2312  0.0933
H  -0.3950  -0.5244  -0.3948  0.0923
H  0.0600  0.8146  0.3222  0.1894
O  -1.0140  2.3516  -0.2258  -0.7456
H  -1.7900  2.3706  0.3062  0.2524
H  -0.3080  2.8766  0.1552  0.2901
O  -0.3660  2.3716  -2.8018  -0.6927
H  -1.0740  2.8656  -3.2388  0.2951
H  -0.5990  2.3006  -1.8608  0.4771
O  2.2100  -1.1404  2.3342  -0.6721
H  2.6360  -1.7774  1.6952  0.3421
H  2.1850  -0.3204  1.8842  0.2760
O  -2.3580  1.8286  2.1972  -0.7226
H  -1.8060  1.0896  2.3432  0.3721
H  -3.1500  1.4056  1.9532  0.3187
O  2.8360  1.3046  1.1062  -0.6718
H  3.5400  1.1236  0.5362  0.3084
H  3.2090  1.7336  1.8362  0.2437
O  0.1770  -3.0194  1.9272  -0.6571
H  -0.0560  -3.4944  2.7392  0.2692
H  0.4000  -2.1434  2.1722  0.4049

The charge is 0.

ii | # H32O16

16 unconnected molecules or ions with the total composition H32O16 (ωB97M-V/def2-TZVPD, the OMol25 dataset).

Last column: Mulliken charge in e.
Atoms and positions in Å:
O  -24.3360  4.6930  -4.5260  -0.7041
H  -24.1860  4.3840  -3.6480  0.2686
H  -23.4320  4.7140  -4.8690  0.4005
O  -24.8450  3.7030  0.5500  -0.6720
H  -25.2300  2.8020  0.4880  0.3113
H  -25.1490  4.0570  -0.2780  0.4643
O  -25.1710  7.2460  -0.9630  -0.6529
H  -25.9330  7.5780  -1.4130  0.1777
H  -24.9440  8.0400  -0.4670  0.2770
O  -23.4340  2.6830  -2.2530  -0.6324
H  -23.1710  3.5280  -1.8510  0.1611
H  -23.2090  1.9710  -1.6570  0.3179
O  -25.3390  4.7060  -1.8720  -0.6698
H  -26.1530  4.6110  -2.3160  0.2795
H  -25.4260  5.5960  -1.5060  0.3666
O  -22.1020  3.3930  0.8720  -0.6151
H  -23.0460  3.5210  0.6410  0.3500
H  -21.6450  3.3200  0.0330  0.2781
O  -19.7430  5.5990  -0.1710  -0.6300
H  -20.2850  4.9290  -0.5930  0.1771
H  -20.1520  5.8920  0.6390  0.4499
O  -22.3170  5.3560  -1.6600  0.5305
H  -21.8090  6.1350  -1.8960  -0.1342
H  -22.9960  5.4800  -0.9730  0.0213
O  -21.0720  6.4920  1.9760  -0.6997
H  -21.9200  6.4290  1.5930  0.4202
H  -20.8660  7.4120  2.0070  0.3356
O  -20.6490  6.9440  -3.2210  -0.5855
H  -20.3950  7.5180  -3.9960  0.2355
H  -20.9810  6.1500  -3.6400  0.3162
O  -18.8380  8.1230  -1.1390  -0.6362
H  -18.7070  8.6480  -1.9210  0.3118
H  -19.4120  7.3890  -1.3230  0.2959
O  -23.6400  6.3200  1.1220  -0.6689
H  -24.0230  5.5820  1.5360  0.2737
H  -24.3420  6.6100  0.5460  0.2260
O  -21.6470  4.8760  -4.4070  -0.6993
H  -21.4000  5.2730  -5.2290  0.3213
H  -21.1750  4.0590  -4.3520  0.2857
O  -18.6920  5.0910  -3.4020  -0.6898
H  -19.3790  5.6840  -3.0240  0.4314
H  -18.0250  4.8980  -2.7370  0.3237
O  -23.3600  7.4390  -3.2110  -0.7288
H  -22.4420  7.2820  -3.0520  0.2941
H  -23.8680  6.9650  -2.5500  0.4419
O  -21.7700  8.3840  -0.5520  -0.3554
H  -22.1200  9.0750  0.0890  0.2207
H  -21.4400  8.9000  -1.1990  0.2091

The charge is 0.

Which is most stable, and by how much? i, by 26.6 kcal/mol.

i | # C3H10O2S

2 unconnected molecules or ions with the total composition C3H10O2S (ωB97M-V/def2-TZVPD, the OMol25 dataset).

Last column: Mulliken charge in e.
Atoms and positions in Å:
C  -1.3603  0.4667  1.4224  -0.5611
O  -0.1244  1.1725  1.3753  -0.5256
C  -1.1978  -0.8830  0.7489  -0.6319
C  -0.0998  -1.7019  1.4235  -0.5325
S  0.4312  -3.1177  0.4065  -0.2456
H  -2.1138  1.0158  0.8722  0.2984
H  -1.6275  0.3334  2.4624  0.3716
H  -0.1804  1.8272  2.0867  0.3154
H  -0.8722  -0.6919  -0.2672  0.3757
H  -2.1440  -1.3938  0.9337  0.3458
H  0.7607  -1.0759  1.5950  0.3497
H  -0.4616  -2.1170  2.3659  0.3332
H  -0.7393  -3.2939  -0.2136  0.1070
H  3.7069  2.7023  -5.5302  0.3204
H  2.9951  3.4072  -4.3574  0.3230
O  3.0273  3.3500  -5.3242  -0.6433

Its SMILES is OCCCS.O. The charge is 0.

ii | # C3H10O2S

2 unconnected molecules or ions with the total composition C3H10O2S (ωB97M-V/def2-TZVPD, the OMol25 dataset).

Last column: Mulliken charge in e.
Atoms and positions in Å:
C  0.9329  0.7833  0.7285  -0.2711
O  2.0896  0.6983  -0.2125  -0.5478
C  -0.3512  0.8187  -0.0865  -0.4899
C  -1.6149  0.6914  0.7477  -0.6894
S  -3.2021  0.6141  -0.3711  -0.2461
H  0.9220  -0.2068  1.4087  0.2327
H  1.2665  1.6809  1.2679  0.2626
H  1.8811  1.1074  -1.0756  0.2961
H  -0.3476  1.6791  -0.7256  0.3655
H  -0.4981  0.0200  -0.8808  0.2458
H  -1.7766  1.6334  1.4283  0.3044
H  -1.6583  -0.0891  1.4509  0.4183
H  -2.7647  -0.1721  -1.3874  0.1224
H  1.9285  -2.3204  -0.7423  0.3300
H  1.8545  -3.8172  -0.5812  0.3089
O  1.3384  -3.1210  -0.9690  -0.6424

Its SMILES is OCCCS.O. The charge is 0.

iii | # C3H10O2S

2 unconnected molecules or ions with the total composition C3H10O2S (ωB97M-V/def2-TZVPD, the OMol25 dataset).

Last column: Mulliken charge in e.
Atoms and positions in Å:
O  0.5097  3.0261  1.3680  -0.6291
H  0.0097  2.7248  2.1601  0.3201
H  0.3339  3.9929  1.3166  0.3103
O  1.5531  -2.0222  1.0044  -0.5367
S  -2.5188  -0.2039  -1.3930  -0.2436
C  1.1386  -0.8808  0.2627  -0.4073
C  -0.7354  -0.1276  -1.2216  -0.5148
C  -0.2687  -1.1452  -0.1741  -0.3891
H  1.6696  -2.7917  0.4088  0.3194
H  -2.8957  1.0036  -0.9216  0.1172
H  1.1193  0.0507  0.8604  0.2088
H  1.8338  -0.7230  -0.5842  0.2809
H  -0.2278  -0.3752  -2.1737  0.3061
H  -0.3790  0.8698  -0.8997  0.2768
H  -0.2159  -2.1081  -0.7176  0.3016
H  -0.9264  -1.2903  0.7045  0.2793

Its SMILES is OCCCS.O. The charge is 0.

Which is most stable, and by how much? i, by 3.8 kcal/mol.

i | # H12NaO6

A molecular structure, H12NaO6 (ωB97M-V/def2-TZVPD, the OMol25 dataset).

Last column: Mulliken charge in e.
Atoms and positions in Å:
Na  0.1355  0.0749  -0.1425  0.9517
O  1.5588  -1.2269  -0.4165  -0.5823
H  0.8034  -1.7637  -0.6562  0.3521
H  2.0678  -1.1547  -1.2239  0.2949
O  0.1874  0.0433  -1.8364  -0.5874
H  0.5532  -0.5018  -2.5330  0.2983
H  0.3178  0.9414  -2.1410  0.3034
O  -1.5323  0.9276  0.1982  -0.5432
H  -1.9530  0.9779  1.0565  0.3130
H  -2.2308  0.6530  -0.3958  0.2899
O  -0.7689  -1.5859  0.6419  -0.5521
H  -1.0702  -1.6895  1.5445  0.2462
H  -1.2264  -2.2720  0.1559  0.2736
O  0.9664  0.0729  1.5767  -0.5202
H  1.2208  0.5844  2.3448  0.2476
H  1.1019  -0.8376  1.8390  0.2871
O  0.2462  1.9908  -0.0149  -0.7092
H  0.2992  2.9315  -0.1833  0.2583
H  -0.6766  1.8346  0.1859  0.3782

The charge is +1.

ii | # H12NaO6

A molecular structure, H12NaO6 (ωB97M-V/def2-TZVPD, the OMol25 dataset).

Last column: Mulliken charge in e.
Atoms and positions in Å:
Na  -1.7678  -1.0560  5.9256  1.0864
O  -0.6179  -1.4641  4.5756  -0.5434
H  -0.1854  -2.3175  4.5470  0.2242
H  -0.1784  -0.9495  3.8986  0.2567
O  -3.5230  -1.2048  5.8136  -0.6046
H  -4.0090  -0.4772  5.4255  0.3244
H  -3.9974  -1.4073  6.6199  0.3132
O  -2.5043  0.1323  4.8895  -0.5888
H  -2.0858  0.8770  5.3213  0.2891
H  -2.9688  0.5160  4.1458  0.2962
O  -1.8802  -2.7271  5.7295  -0.5198
H  -1.3610  -3.2513  5.1197  0.2014
H  -2.3541  -3.3709  6.2560  0.2775
O  -0.2472  -0.6870  7.0375  -0.5865
H  -0.4521  0.0963  7.5481  0.3100
H  0.6459  -0.5427  6.7246  0.2903
O  -2.4453  -1.2123  7.5408  -0.6081
H  -2.0805  -1.8746  8.1278  0.2911
H  -2.4281  -0.4031  8.0517  0.2906

The charge is +1.

Which is most stable, and by how much? i, by 112.9 kcal/mol.